Record 1
# C27H65BClO12S

6 unconnected molecules or ions with the total composition C27H65BClO12S at a distorted geometry (wB97M-V/def2-TZVPD, the Open Molecules 2025 dataset).

```
! wB97M-V def2-TZVPD RIJCOSX def2/J DEFGRID3
* xyz -1 1
C -2.98022 -1.88477 1.30598
C -2.07878 -2.95055 0.76042
O -1.82418 -3.03313 -0.37699
O -1.55702 -3.77069 1.68749
C -1.56263 -5.16441 1.31293
C -2.91986 -5.67233 0.88497
C -4.07512 -5.23053 1.79179
C -5.39080 -5.28040 1.01590
C -6.57123 -4.63621 1.76885
B -7.41782 -3.57821 0.82879
S -9.25968 -4.13439 0.54666
Cl -7.42050 -1.85008 1.61735
H -3.07489 -2.00464 2.37252
H -2.58759 -0.91020 1.08108
H -3.96324 -2.03935 0.88062
H -1.20650 -5.70559 2.17160
H -0.84450 -5.33471 0.52295
H -2.88159 -6.75209 0.94538
H -3.12981 -5.42840 -0.14688
H -4.15405 -5.95650 2.59397
H -3.90754 -4.26334 2.23787
H -5.62579 -6.32006 0.83474
H -5.22887 -4.75961 0.08204
H -6.27297 -4.15930 2.69731
H -7.26895 -5.42653 2.02112
H -6.92808 -3.44786 -0.26850
H -9.14020 -5.44865 0.30449
C 4.89445 -5.37363 1.76734
O 4.62535 -4.14566 1.11860
C 3.92355 -4.30594 -0.10772
C 2.44939 -4.00060 0.04141
O 1.79959 -4.95439 0.86844
C 1.55841 -4.47434 2.18224
H 5.24586 -5.14742 2.77335
H 4.00004 -5.99712 1.83905
H 5.68008 -5.92299 1.23544
H 4.06508 -5.31648 -0.50354
H 4.35885 -3.59918 -0.82171
H 1.97790 -4.05597 -0.94529
H 2.30351 -2.98719 0.42717
H 0.76137 -3.72897 2.16754
H 2.45857 -4.04027 2.62582
H 1.23900 -5.31667 2.79494
C -12.14828 -3.56926 -5.54829
O -11.53826 -2.40410 -5.03267
C -11.45376 -2.40637 -3.60739
C -10.07035 -2.76826 -3.11897
O -9.75178 -4.11770 -3.43211
C -8.88905 -4.24140 -4.54265
H -11.99148 -3.57764 -6.62707
H -11.71174 -4.47599 -5.12206
H -13.22695 -3.55718 -5.35002
H -12.19661 -3.08586 -3.17973
H -11.69072 -1.39187 -3.27232
H -10.04333 -2.67550 -2.02882
H -9.32241 -2.08664 -3.53522
H -7.87522 -3.92351 -4.27447
H -9.23899 -3.65525 -5.39804
H -8.86028 -5.29374 -4.82608
C 1.54330 1.01225 0.78586
O 1.40020 -0.17662 0.03279
C 0.14971 -0.26168 -0.64748
C 0.29241 0.07990 -2.11206
O 0.63553 1.44833 -2.30178
C 2.00806 1.64319 -2.58975
H 2.58443 1.08431 1.09940
H 1.29191 1.89734 0.19552
H 0.90844 0.97766 1.67860
H -0.59426 0.38526 -0.17314
H -0.19555 -1.29335 -0.55920
H -0.67029 -0.08310 -2.60509
H 1.03084 -0.57362 -2.58620
H 2.23360 1.30671 -3.60910
H 2.64967 1.11312 -1.88158
H 2.21786 2.70898 -2.51803
C 5.24065 6.47186 0.66040
O 5.31179 6.90103 -0.69006
C 5.70981 5.87070 -1.58153
C 4.53039 5.29191 -2.33225
O 3.64897 4.59506 -1.46540
C 2.48598 5.33981 -1.14123
H 4.74308 7.25301 1.23272
H 4.67056 5.54533 0.76055
H 6.24806 6.32889 1.06545
H 6.24548 5.08079 -1.04654
H 6.40084 6.31811 -2.30388
H 4.90242 4.56695 -3.06416
H 3.99904 6.07841 -2.87632
H 1.81288 5.39010 -2.00390
H 2.73352 6.35202 -0.81321
H 1.97516 4.82144 -0.33125
C 10.94774 7.70375 4.08548
O 10.81789 8.91104 3.35537
C 10.09784 8.75415 2.14092
C 8.67178 9.24277 2.26735
O 7.91596 8.43142 3.15462
C 7.74231 9.01916 4.43190
H 11.32733 7.95409 5.07501
H 9.98858 7.19244 4.19515
H 11.66259 7.03540 3.59334
H 10.11559 7.71089 1.81203
H 10.60944 9.35582 1.38283
H 8.19127 9.17961 1.28550
H 8.65211 10.28905 2.58625
H 7.03340 9.85233 4.37480
H 8.68896 9.37557 4.84507
H 7.33326 8.25812 5.09472
*
```

Computed properties:
- energy (eV) = -77654.3612
- E_LUMO (eV) = 1.72
- orbital gap (eV) = 6.040

=====

Record 2
# C7H14O4Sm

A molecular structure, C7H14O4Sm at a distorted geometry (wB97M-V/def2-TZVPD, the Open Molecules 2025 dataset).

```
! wB97M-V def2-TZVPD RIJCOSX def2/J DEFGRID3
* xyz 0 7
C -0.48454 -2.35471 1.68499
O -0.96637 -2.88866 0.49045
C -0.30224 -0.83549 1.62204
O 0.51666 -0.53838 0.50075
C 0.18592 0.66960 -0.28210
C 0.91088 0.55938 -1.59781
O 0.57081 -0.63896 -2.33178
C 1.10505 -0.71872 -3.64329
Sm -0.50074 -2.17932 -1.12290
H 0.49399 -2.80436 1.95438
H -1.17486 -2.55998 2.52637
H 0.18987 -0.45439 2.53095
H -1.29031 -0.34819 1.53139
H 2.00372 0.53440 -1.45366
H 0.62062 1.40110 -2.24267
H 0.73615 -1.64458 -4.09678
H 0.76769 0.14458 -4.23401
H 2.20256 -0.74178 -3.58965
H -0.83953 1.07183 -0.32921
C -0.43941 4.03786 0.09789
O -0.01516 3.08650 1.05664
C 0.89030 2.12247 0.63124
H -0.35256 5.03931 0.54445
H 0.18993 3.99327 -0.80926
H -1.49297 3.86601 -0.17960
H 1.64058 2.62456 -0.01908
*
```

Computed properties:
- energy (eV) = -33572.0391
- E_LUMO (spin up / spin down) (eV) = -0.58 / -0.89
- orbital gap (spin up / spin down) (eV) = 4.282 / 3.937
- <S²> = 12.010

=====

Record 3
# C6H13N

2 unconnected molecules or ions with the total composition C6H13N (wB97M-V/def2-TZVPD, the Open Molecules 2025 dataset).

```
! wB97M-V def2-TZVPD RIJCOSX def2/J DEFGRID3
* xyz 0 1
C -1.65435 1.89785 0.43899
C -0.80407 0.67383 0.69593
N -0.86483 -0.37337 -0.32627
C -1.04893 -1.74187 -0.18781
C 0.27418 0.29339 -0.22874
C 1.56313 -1.48080 0.58688
C 1.20676 0.98270 -1.14682
H -2.70325 1.75072 0.71467
H -1.26549 2.75919 0.99348
H -1.61062 2.13917 -0.62857
H -0.71091 0.33602 1.73596
H -0.83176 -2.28418 -1.11175
H 0.27384 -1.76309 0.50310
H -2.00957 -2.01813 0.24914
H 2.15343 -0.61285 0.89703
H 1.76939 -2.26321 1.32994
H 1.95388 -1.82838 -0.37731
H 0.62638 1.60100 -1.84281
H 1.82236 0.28530 -1.72134
H 1.86043 1.64670 -0.57370
*
```

Computed properties:
- energy (eV) = -7917.6288
- E_LUMO (eV) = 0.88
- orbital gap (eV) = 8.270

=====

Record 4
# C8H11N2

A gas-phase ion, C8H11N2 (charge +1) at a distorted geometry (wB97M-V/def2-TZVPD, the Open Molecules 2025 dataset).

```
! wB97M-V def2-TZVPD RIJCOSX def2/J DEFGRID3
* xyz 1 1
C 1.16017 1.42940 -2.77896
C 0.45814 0.57986 -2.00851
C 0.49415 0.70208 -0.61043
C 1.09914 1.50129 0.31491
N 0.70342 1.12374 1.53357
C -0.10422 0.05228 1.55204
C -0.70316 -0.51963 2.71267
N -0.27973 -0.33709 0.27203
C -1.21511 -1.24171 -0.23726
C -0.89912 -2.17527 -1.08828
H 1.06990 1.56726 -3.80722
H 1.74086 2.27526 -2.34560
H 0.21450 -0.35536 -2.51742
H 1.72312 2.39431 -0.04473
H 0.95671 1.58072 2.30644
H -1.82403 -0.66823 2.53362
H -0.42426 -1.54761 3.05654
H -0.52503 0.09741 3.60067
H -2.10718 -1.27310 0.32237
H -1.65152 -2.97157 -1.29107
H 0.11323 -2.21403 -1.47537
*
```

Computed properties:
- energy (eV) = -11446.0694
- E_LUMO (eV) = -3.56
- orbital gap (eV) = 9.085
- SMILES string = C=Cc1c[nH+]c(C)n1C=C